# 1
# C7H7NO3

The molecule C7H7NO3 at a distorted geometry (the ωB97M-V functional and the def2-TZVPD basis, the Open Molecules 2025 dataset).

Calculated values
HOMO level (eV): -9.289
SMILES string: C=[N+]([O-])O[C@H]1C=C[C@@H]2OC2=C1
Energy (eV): -14996.5099
Frontier orbital gap (eV): 10.014

```
! RIJCOSX wB97M-V def2-TZVPD def2/J DEFGRID3
* xyz 0 1
C -0.4587 0.7245 -1.4647
C 0.2137 1.2724 -0.1949
C -1.4836 -0.1359 -1.4436
C -0.7999 0.9022 0.9462
C -1.6796 -1.0515 -0.3076
C -1.4467 -0.2242 0.8434
C 2.4927 -0.7445 1.3547
N 1.8241 -0.5397 0.2492
O 1.4978 0.8933 0.1337
O 1.4244 -1.3273 -0.5967
O -2.5919 -0.9321 0.8080
H -0.4774 1.2786 -2.4090
H 0.4635 2.3239 -0.4063
H -2.0108 -0.3936 -2.4185
H -0.9309 1.6270 1.7393
H -1.3996 -2.1037 -0.3668
H 2.7439 0.1403 1.8323
H 2.6188 -1.7097 1.7014
*
```

=====

# 2
# C7H7NO4

The molecule C7H7NO4 at a distorted geometry (the ωB97M-V functional and the def2-TZVPD basis, the Open Molecules 2025 dataset).

Calculated values
HOMO level (eV): -8.803
SMILES string: O=C(NO)c1c(O)cccc1O
Energy (eV): -17046.4678
Frontier orbital gap (eV): 8.635

```
! RIJCOSX wB97M-V def2-TZVPD def2/J DEFGRID3
* xyz 0 1
C 0.0357 -1.4892 -0.9881
C -0.0923 0.0039 -0.5081
C -1.1544 0.3941 0.2777
C -1.0234 1.5242 0.9386
C 0.1606 2.1543 0.8939
C 1.2666 1.7053 0.1090
C 1.1694 0.5402 -0.5332
H 0.9409 -2.3447 1.4079
H -0.4741 -3.3937 -0.9625
H -3.1626 0.4406 0.5506
H -1.8763 2.1061 1.3635
H 0.1254 2.9614 1.6210
H 2.1978 2.4113 0.1412
H 1.8320 -0.2796 -2.1078
N -0.3888 -2.6330 -0.3720
O -0.1905 -2.5809 1.1855
O 0.6107 -1.3777 -2.0563
O -2.3387 -0.2972 0.2833
O 2.3622 0.1547 -1.2441
*
```

=====

# 3
# C7H7NO4

The molecule C7H7NO4 at a distorted geometry (the ωB97M-V functional and the def2-TZVPD basis, the Open Molecules 2025 dataset).

Calculated values
HOMO level (eV): -9.160
SMILES string: O=C(O)c1ccnc(CO)c1O
Energy (eV): -17049.3245
Frontier orbital gap (eV): 8.892

```
! RIJCOSX wB97M-V def2-TZVPD def2/J DEFGRID3
* xyz 0 1
C 1.8864 -1.8165 -0.4253
C 0.5206 -1.1268 -0.1969
C -1.7696 -1.3212 -0.0452
C -1.9878 0.0594 0.1310
C -0.8133 0.8917 0.1427
C -0.8656 2.2672 0.5930
C 0.4495 0.2662 0.0700
H 3.0978 -2.0763 -1.8438
H 2.7760 -1.0593 0.2203
H 1.7336 -2.8698 -0.0098
H -2.7327 -1.9870 0.1254
H -2.8768 0.3561 0.3290
H -1.8669 3.6431 1.6379
H 1.3698 1.7397 -0.2533
N -0.6124 -1.9559 -0.2318
O 2.1371 -1.7341 -1.7533
O -1.6262 2.5328 1.6350
O -0.3926 3.2113 -0.1438
O 1.5732 0.9793 0.0187
*
```

=====

# 4
# C7H7NO6

A cluster of 2 separate species, C7H7NO6 in total at a distorted geometry (the ωB97M-V functional and the def2-TZVPD basis, the Open Molecules 2025 dataset).

Calculated values
HOMO level (eV): -0.773
Energy (eV): -21146.5168
Frontier orbital gap (eV): 6.781

```
! RIJCOSX wB97M-V def2-TZVPD def2/J DEFGRID3
* xyz -2 1
C -2.0858 1.4794 -0.9475
C -2.9937 -0.3538 0.6531
C 0.7039 -2.2116 -0.5305
C 2.2205 1.1383 -0.4429
C 1.9424 1.0821 1.0384
C 1.9467 -0.1846 0.2347
C -2.1221 0.6298 0.1220
N 0.7580 -0.9055 0.0377
O -2.5248 2.1542 0.1399
O -2.7007 -1.6469 0.3499
O 1.7801 -2.7992 -0.7005
O -1.8213 1.7697 -2.0890
O -3.9140 -0.1391 1.4430
O -0.4535 -2.6080 -0.7720
H 1.4480 1.5510 -1.0733
H 3.2289 1.3633 -0.7690
H 2.7529 1.2821 1.7290
H 0.9829 1.4555 1.3669
H 2.7879 -0.8631 0.3457
H -0.1014 -0.3632 -0.0090
H -1.8349 -1.8302 -0.1265
*
```